15
Properties=species:S:1:pos:R:3:nbo_charge:R:1 method="wB97M-V/def2-TZVPD" homo_lumo_gap_ev="7.872 / 8.720" e_above_lowest_kj_mol=324.59 spin_multiplicity=3 s2=2.012 total_energy_ev=-8733.9641 total_charge=+1
C 1.2651 0.6401 0.3263 -0.46
C 0.0602 1.1670 -0.3761 -0.36
C 0.5555 -0.7434 0.2353 0.22
C -0.9348 0.0002 -0.1461 0.14
N -2.0360 -0.4289 -0.6445 0.00
N 1.2063 -1.6465 -0.4568 -0.76
N -2.0285 -0.0698 0.7103 -0.42
H 2.1007 0.6862 -0.3226 0.22
H 1.4960 1.1751 1.2448 0.25
H -0.4190 2.0116 0.1307 0.23
H 0.3391 1.2334 -1.4456 0.27
H 2.1428 -1.5068 -0.6564 0.41
H 0.7769 -2.3336 -0.9855 0.41
H -2.0281 -0.8717 1.3573 0.44
H -2.4961 0.6869 1.0289 0.42

---

18
Properties=species:S:1:pos:R:3:nbo_charge:R:1 method="wB97M-V/def2-TZVPD" homo_lumo_gap_ev=6.218 e_above_lowest_kj_mol=261.30 spin_multiplicity=1 total_energy_ev=-9351.7819 total_charge=-1 smiles=NCCNCC[O-]
N 0.1750 0.5417 -2.6144 -0.85
C -0.7936 0.1183 -1.6448 -0.24
C -0.4292 -0.9089 -0.6102 -0.24
N 0.8232 -0.6016 0.1246 -0.68
C 0.9671 0.5139 1.0639 -0.29
C -0.1191 0.1467 2.3279 0.03
O 0.0043 0.7793 3.5036 -0.92
H 0.7168 1.3685 -2.2640 0.36
H 0.8459 -0.2254 -2.7424 0.35
H -1.7008 -0.0508 -2.2978 0.18
H -1.1745 1.0912 -1.0923 0.19
H -1.2813 -0.9861 0.1571 0.20
H -0.2639 -1.9726 -1.0479 0.17
H 1.0365 -1.2891 0.8010 0.36
H 1.9426 0.6035 1.4798 0.18
H 0.4629 1.5495 0.7190 0.16
H -0.0915 -1.0423 2.4218 0.02
H -1.1204 0.3645 1.7149 0.03

---

117
Properties=species:S:1:pos:R:3:lowdin_charge:R:1 method="wB97M-V/def2-TZVPD" homo_lumo_gap_ev=6.804 e_above_lowest_kj_mol=99.76 spin_multiplicity=1 total_energy_ev=-248351.1467 total_charge=+1
Ti 0.2074 -0.7159 -0.9845 0.40
O -1.4794 -1.6848 3.2452 0.04
C -2.7334 -1.7689 2.7349 -0.28
C -3.6988 -2.6012 3.2871 -0.01
C -4.9654 -2.6733 2.7271 -0.07
C -5.2858 -1.9123 1.6120 -0.08
C -4.3129 -1.0912 1.0621 -0.03
C -3.0330 -1.0138 1.6005 -0.13
C -2.0237 -0.1297 0.9156 -0.33
O -0.9514 -0.8527 0.3561 -0.37
N -1.5469 0.8653 1.8605 0.01
N -0.3011 1.3421 1.9023 0.06
C -0.1180 2.3332 2.6920 -0.20
C 1.1697 2.9642 2.9450 -0.63
Br 2.7062 1.9827 2.4218 0.85
C 1.3684 4.1122 3.5936 -0.11
C 0.3429 5.0554 4.0730 -0.22
C 0.6074 5.7750 5.2401 -0.04
C -0.3167 6.6746 5.7451 -0.07
C -1.5179 6.8861 5.0808 -0.08
C -1.7802 6.2000 3.9038 -0.07
C -0.8565 5.2947 3.4020 -0.05
H -1.3911 -2.2953 3.9831 0.11
H -3.4530 -3.1957 4.1614 0.12
H -5.7045 -3.3282 3.1707 0.11
H -6.2761 -1.9583 1.1791 0.11
H -4.5386 -0.5014 0.1776 0.12
H -2.5497 0.3585 0.0886 0.12
H -2.2730 1.3646 2.3558 0.15
H -0.9511 2.7358 3.2726 0.13
H 2.3924 4.3796 3.8275 0.10
H 1.5464 5.6174 5.7585 0.12
H -0.0973 7.2159 6.6560 0.11
H -2.2385 7.5930 5.4710 0.11
H -2.7034 6.3795 3.3667 0.11
H -1.0507 4.7949 2.4612 0.08
C -0.6578 -3.9118 -4.3439 -0.11
C -1.3010 -2.5465 -4.0884 -0.51
C -0.6334 -1.4403 -4.8978 -0.10
P -1.4852 -2.0664 -2.2996 1.04
C -2.0584 -3.6534 -1.5545 -0.50
C -3.4119 -4.1239 -2.0882 -0.10
C -2.0238 -3.7703 -0.0356 -0.08
C -2.6845 -0.7286 -2.5002 -0.30
C -3.9599 -0.8873 -3.0430 -0.08
C -4.6814 0.1980 -3.5053 -0.07
C -4.0791 1.4506 -3.4974 -0.05
C -2.8137 1.6275 -2.9681 -0.03
C -2.1162 0.5544 -2.3998 -0.31
N -0.8362 0.7098 -1.8109 -0.13
C -0.4353 1.9904 -1.2904 -0.30
C -1.3520 2.8980 -0.7609 -0.05
C -0.9315 4.1188 -0.2629 -0.07
C 0.4152 4.4522 -0.2464 -0.07
C 1.3417 3.5414 -0.7263 -0.07
C 0.9367 2.3143 -1.2447 -0.29
P 1.9717 0.9640 -1.8755 1.06
C 2.0647 1.3180 -3.7054 -0.50
C 0.7297 1.7274 -4.3245 -0.11
C 3.0820 2.4122 -4.0400 -0.10
C 3.7631 0.9368 -1.3858 -0.51
C 4.4096 2.2695 -1.0025 -0.11
C 4.0986 -0.1270 -0.3429 -0.15
H -0.4744 -4.0146 -5.4152 0.09
H -1.3101 -4.7347 -4.0496 0.07
H 0.2973 -4.0251 -3.8350 0.02
H -2.3457 -2.5998 -4.4108 0.10
H 0.3910 -1.2685 -4.5631 0.05
H -1.1919 -0.5072 -4.8362 0.07
H -0.5979 -1.7319 -5.9492 0.09
H -1.2796 -4.3155 -1.9436 0.09
H -4.2229 -3.5495 -1.6363 0.08
H -3.5562 -5.1682 -1.8050 0.09
H -3.4985 -4.0645 -3.1740 0.07
H -2.8356 -3.2100 0.4197 0.06
H -1.0870 -3.4313 0.4017 0.04
H -2.1572 -4.8221 0.2292 0.10
H -4.3838 -1.8796 -3.1313 0.09
H -5.6756 0.0639 -3.9105 0.11
H -4.5960 2.3034 -3.9201 0.11
H -2.3587 2.6060 -3.0014 0.12
H -2.4028 2.6486 -0.7333 0.12
H -1.6695 4.8138 0.1204 0.11
H 0.7428 5.4048 0.1499 0.12
H 2.3921 3.7894 -0.6856 0.09
H 2.3981 0.3721 -4.1443 0.11
H 0.4637 2.7390 -4.0081 0.09
H -0.0858 1.0679 -4.0680 0.02
H 0.8329 1.7378 -5.4114 0.10
H 2.8084 3.3540 -3.5572 0.08
H 3.0609 2.5844 -5.1181 0.09
H 4.1066 2.1641 -3.7724 0.07
H 4.2007 0.5963 -2.3297 0.10
H 4.0759 2.5900 -0.0137 0.03
H 4.2174 3.0685 -1.7145 0.06
H 5.4911 2.1263 -0.9548 0.09
H 3.5957 0.0666 0.6008 -0.02
H 5.1766 -0.1124 -0.1637 0.09
H 3.8194 -1.1257 -0.6759 0.01
Br 1.6553 -2.4620 -2.0198 0.27
C 2.8637 -3.7477 0.9237 -0.44
Te 1.5889 -2.1548 1.5415 1.37
C 2.9717 -1.9320 3.1568 -0.40
C 3.7364 -3.2319 3.2137 -0.29
C 4.5206 -3.5421 4.3234 -0.04
C 5.2395 -4.7242 4.3650 -0.08
C 5.1834 -5.6067 3.2921 -0.08
C 4.4096 -5.3003 2.1855 -0.04
C 3.6793 -4.1136 2.1387 -0.29
H 3.4940 -3.4244 0.0957 0.03
H 2.2392 -4.5661 0.5755 0.05
H 2.3961 -1.7498 4.0618 0.06
H 3.6241 -1.0771 2.9897 0.04
H 4.5634 -2.8526 5.1591 0.12
H 5.8405 -4.9610 5.2336 0.11
H 5.7419 -6.5336 3.3216 0.11
H 4.3666 -5.9871 1.3474 0.12

---

90
Properties=species:S:1:pos:R:3:lowdin_charge:R:1 method="wB97M-V/def2-TZVPD" homo_lumo_gap_ev="4.101 / 3.314" e_above_lowest_kj_mol=678.18 spin_multiplicity=5 s2=6.054 total_energy_ev=-146546.0264 total_charge=+2
Pt 12.3609 -1.0622 21.0894 1.17
C 16.3884 -0.0954 29.0547 0.08
O 15.4213 0.3069 27.9762 -0.07
C 15.3673 -0.3510 26.8538 -0.21
C 15.5663 -1.6861 26.5679 -0.04
C 15.5059 -2.1402 25.2835 -0.73
Br 15.9468 -3.8175 24.8439 1.00
C 15.2516 -1.2197 24.2264 -0.08
C 15.0125 0.0958 24.3993 -0.09
C 15.0166 0.6143 25.8182 -0.05
O 14.8843 1.9171 26.1444 0.13
C 15.0053 1.0681 23.3588 -0.29
N 15.1649 0.8412 22.0346 0.15
C 14.9720 2.0470 21.3422 -0.18
C 15.2428 2.5280 19.9551 0.02
C 15.0650 3.8802 19.7761 -0.10
C 14.5734 4.7720 20.7308 -0.07
C 14.2500 4.4127 22.0580 0.02
C 14.4653 3.0059 22.2631 -0.13
N 14.4312 2.3015 23.5299 0.16
H 16.1280 0.4688 29.9377 0.10
H 17.4325 0.2652 28.6479 0.16
H 16.2641 -1.1641 29.1260 0.08
H 15.4030 -2.3816 27.3462 0.12
H 15.5394 -1.4361 23.1815 0.14
H 14.9899 2.0555 27.1485 0.20
H 15.8262 1.9196 19.2383 0.12
H 15.3225 4.3670 18.8913 0.09
H 14.4834 5.8397 20.5106 0.12
H 14.0352 5.1033 22.8787 0.12
H 14.1752 2.6764 24.4895 0.17
Cl 12.2571 -3.1743 22.9306 0.54
C 11.7852 -1.9797 24.3833 -0.26
C 12.0757 -0.3375 24.0459 -0.43
O 12.3752 0.3016 25.0165 0.13
O 12.0381 -0.0203 22.6347 -0.36
H 12.5612 -2.3048 25.0810 0.04
H 10.8078 -2.1471 24.8409 0.09
C 11.9916 4.5115 16.4903 0.05
O 11.0498 3.7455 17.3814 -0.04
C 11.3936 2.6151 18.0073 -0.47
O 12.4279 2.0210 17.9511 0.12
H 12.6198 3.7785 15.9975 0.08
H 12.6893 5.0960 17.1918 0.12
H 11.3214 5.1325 15.8907 0.10
C 8.9144 -1.2040 15.1499 -0.05
C 7.8267 -0.6768 16.0882 -0.25
C 7.0207 0.4297 15.7929 -0.05
C 6.1289 0.8850 16.7289 -0.01
C 6.2238 0.4356 18.0930 -0.18
N 5.3245 1.0935 19.0680 0.13
C 5.5798 2.2256 19.7848 -0.51
O 4.8514 2.7053 20.6472 0.08
N 6.7796 2.8189 19.2493 0.12
C 8.0697 2.3474 19.5513 -0.26
C 8.2172 1.3887 20.5821 -0.02
C 9.6564 1.1615 20.9403 -0.07
C 10.5952 1.6747 20.1113 -0.14
N 10.3294 2.2840 18.9468 0.02
C 9.0473 2.5933 18.6583 -0.01
C 7.1298 -0.6373 18.4699 -0.01
C 7.8490 -1.2244 17.4068 -0.05
H 9.2252 -2.2707 15.4076 0.10
H 9.8460 -0.6688 15.2995 0.06
H 8.6356 -1.1225 14.1190 0.07
H 7.0953 0.8530 14.8218 0.11
H 5.3011 1.5623 16.4727 0.13
H 4.4157 0.6684 19.1728 0.15
H 6.7689 3.7987 19.0278 0.15
H 7.3282 1.0698 21.2281 0.14
H 9.8160 0.8622 22.0750 0.13
H 11.6877 1.5884 20.4522 0.12
H 8.8043 2.9183 17.7668 0.09
H 7.1293 -0.9894 19.4943 0.10
H 8.4909 -2.0566 17.6430 0.07
C 14.0594 -0.4847 18.3146 -0.10
C 12.7861 -1.1239 18.0208 -0.16
O 12.5165 -2.1428 19.2377 -0.38
C 11.3390 -3.0892 18.8203 -0.17
C 11.0569 -3.9940 19.9599 -0.12
H 14.3276 0.2087 17.5089 0.11
H 14.7820 -1.2491 18.5457 0.10
H 13.9287 0.0856 19.2309 0.03
H 12.9526 -1.8632 17.2309 0.13
H 11.9222 -0.5235 17.8790 0.10
H 11.6341 -3.5316 17.8933 0.12
H 10.4488 -2.4493 18.5750 0.12
H 11.8745 -4.5654 20.3318 0.07
H 10.2973 -4.6745 19.5937 0.10
H 10.5429 -3.4739 20.7725 0.05